Record 1
Computed, not measured: a cluster of 4 separate species, C25H26ClF24IO9S in total at a distorted geometry, with ωB97M-V with the def2-TZVPD basis set.

```
87
Properties=species:S:1:pos:R:3
C -4.0543 6.2325 3.5827
C -4.9027 5.0495 3.1241
C -4.7481 4.6900 1.6423
C -3.6467 3.6857 1.2879
C -2.1796 4.1551 1.3848
C -1.4177 3.9472 2.6805
C -2.0783 3.0655 3.7117
O -2.5427 3.4134 4.7593
I -2.0456 0.9536 3.1583
O -2.1733 5.5909 1.1124
S -2.2752 5.8820 -0.4370
O -3.5839 6.1904 -0.8790
O -1.2916 6.8161 -0.8188
O -1.9237 4.3863 -0.9313
C -1.4434 3.6141 0.1484
C 0.1169 3.6587 0.1825
C 0.7780 4.3107 -1.0031
O 0.7573 3.9082 -2.1371
Cl 1.7363 5.7693 -0.5870
H -3.0924 5.9288 3.9694
H -4.5486 6.8203 4.3429
H -3.9049 6.8914 2.7405
H -4.7834 4.1671 3.7412
H -5.9350 5.3537 3.2409
H -4.6984 5.6002 1.0665
H -5.6717 4.2023 1.3581
H -3.8330 2.8006 1.8778
H -3.8259 3.3935 0.2625
H -1.2367 4.9049 3.1433
H -0.4434 3.5160 2.5169
H -1.6915 2.5598 0.1481
H 0.4803 2.6418 0.1999
H 0.5010 4.1347 1.0686
F 2.1348 -2.3950 0.2241
C 2.4171 -1.1780 0.7258
F 1.7940 -1.0934 1.9270
C 1.9438 -0.0474 -0.1941
F 0.5968 -0.0371 -0.2982
F 2.2953 1.1165 0.4290
C 2.5609 0.0180 -1.6067
O 1.8187 -0.5051 -2.7008
C 1.8749 -1.8317 -3.0710
F 2.8573 -2.4887 -2.4233
F 2.1882 -1.8603 -4.3834
C 0.5170 -2.5209 -2.9191
F 0.0818 -2.4629 -1.6460
F 0.6354 -3.8275 -3.2585
H 3.4934 -1.1069 0.8973
H 2.6163 1.0827 -1.8300
H 3.5913 -0.3366 -1.6123
H -0.2232 -2.0496 -3.5617
F -2.5078 -4.1105 -3.3229
C -2.5527 -3.9145 -4.6508
F -1.7593 -2.8454 -4.9260
C -3.9700 -3.6192 -5.1497
F -4.4103 -2.4524 -4.6355
F -3.8503 -3.4391 -6.4953
C -5.0476 -4.7051 -4.9580
O -5.9553 -4.5847 -3.8682
C -5.6746 -5.0717 -2.6089
F -4.5668 -5.8347 -2.6016
F -6.7033 -5.8741 -2.2623
C -5.6129 -3.9541 -1.5624
F -4.6684 -3.0477 -1.8725
F -5.3016 -4.4907 -0.3613
H -2.1347 -4.7899 -5.1546
H -5.6906 -4.6047 -5.8305
H -4.6251 -5.7076 -5.0189
H -6.5781 -3.4483 -1.4943
F 8.7285 -1.5914 1.8722
C 7.8945 -1.3576 0.8465
F 7.8546 -0.0187 0.6475
C 6.4734 -1.8536 1.1327
F 5.9260 -1.1588 2.1520
F 5.7467 -1.5445 0.0156
C 6.2629 -3.3632 1.3709
O 6.1433 -3.8349 2.7069
C 7.2365 -4.1768 3.4768
F 8.3690 -4.2085 2.7516
F 7.0229 -5.4323 3.9215
C 7.3668 -3.2835 4.7147
F 7.4934 -1.9895 4.3688
F 8.4714 -3.6447 5.4045
H 8.2922 -1.8295 -0.0565
H 5.2818 -3.5717 0.9451
H 6.9654 -3.9634 0.7937
H 6.4880 -3.3937 5.3531
```

Output
- max |F| (eV Å⁻¹) = 1.962
- multiplicity = 1
- frontier orbital gap (hartree) = 0.3810
- electronic energy (Eh) = -5198.238571
- SMILES string = CCCC[C@]1(CC(=O)I)OS(=O)(=O)O[C@H]1CC(=O)Cl.FC(F)C(F)(F)COC(F)(F)C(F)F.FC(F)C(F)(F)COC(F)(F)C(F)F.FC(F)C(F)(F)COC(F)(F)C(F)F

Record 2
Computed, not measured: a structure of composition C25H26F6N3O7PtS2Si, with ωB97M-V with the def2-TZVPD basis set.

```
71
Properties=species:S:1:pos:R:3
Pt -1.1352 0.2243 0.0418
O 1.0134 0.0754 0.5896
C 1.5406 -1.2601 0.5051
C 0.3731 -2.2685 0.7822
O 0.6396 -3.4604 0.8714
O -0.7991 -1.7655 0.8735
C 2.7332 -1.3625 1.4573
C 3.0627 -2.5312 2.1379
C 4.1863 -2.5706 2.9521
C 4.9938 -1.4524 3.0967
C 4.6721 -0.2884 2.4155
C 3.5542 -0.2444 1.5961
C 2.0344 -1.4359 -0.9289
C 2.0441 -0.3627 -1.8134
C 2.5138 -0.5331 -3.1107
C 2.9783 -1.7681 -3.5322
C 2.9806 -2.8365 -2.6441
C 2.5164 -2.6722 -1.3496
H 1.0653 0.4098 1.5106
H 2.4273 -3.3982 2.0332
H 4.4258 -3.4849 3.4812
H 5.8663 -1.4869 3.7376
H 5.2884 0.5956 2.5184
H 3.3273 0.6697 1.0606
H 1.6920 0.6081 -1.4922
H 2.5117 0.3104 -3.7900
H 3.3383 -1.8992 -4.5453
H 3.3437 -3.8063 -2.9614
H 2.4992 -3.5075 -0.6628
C -3.1424 2.7064 1.6968
C -3.8330 1.8653 0.6730
C -5.1801 1.9670 0.3866
C -5.7322 1.1041 -0.5692
C -4.9699 0.1681 -1.2199
C -3.5907 0.0990 -0.9044
N -3.0918 0.9628 0.0207
N -2.6292 -0.6991 -1.3469
Si -2.6274 -2.1696 -2.2472
C -3.6940 -2.0058 -3.7906
C -0.8741 -2.5495 -2.7398
C -3.2971 -3.5513 -1.1795
H -3.7991 3.4882 2.0730
H -2.2437 3.1629 1.2813
H -2.8242 2.0849 2.5369
H -5.7869 2.6994 0.8990
H -6.7895 1.1761 -0.7986
H -5.3922 -0.5005 -1.9558
H -3.4344 -1.1020 -4.3474
H -4.7605 -1.9670 -3.5575
H -3.5329 -2.8642 -4.4490
H -0.3254 -1.6455 -3.0105
H -0.8414 -3.2339 -3.5922
H -0.3445 -3.0277 -1.9128
H -4.3179 -3.3356 -0.8526
H -2.6636 -3.6337 -0.2926
H -3.2999 -4.5140 -1.6977
F 1.0275 5.0669 -1.5656
C 0.6282 5.1021 -0.2922
F 1.3709 5.9931 0.3601
F -0.6456 5.4931 -0.2574
S 0.8241 3.4238 0.4321
O -0.0793 2.6070 -0.3461
O 2.2270 3.1246 0.3718
N 0.2701 3.7356 1.8723
S 0.6372 2.9033 3.1494
O 0.8630 1.4987 2.8872
O -0.2401 3.2601 4.2177
C 2.3035 3.5340 3.6952
F 3.2930 2.9137 3.0629
F 2.4061 4.8454 3.4744
F 2.4447 3.3164 5.0052
```

Output
- max |F| (eV Å⁻¹) = 0.360
- multiplicity = 3
- <S²> = 2.01
- frontier orbital gap (spin up / spin down) (hartree) = 0.2955 / 0.2745
- energy relative to the best compared isomer or geometry (same formula, charge and spin) (kcal/mol) = 0.0
- charge = -1
- electronic energy (Eh) = -3463.728457

Record 3
Computed, not measured: the molecule C25H26N2O6, with ωB97M-V with the def2-TZVPD basis set.

```
59
Properties=species:S:1:pos:R:3
C 2.4156 1.8078 1.9884
O 1.5993 0.8073 1.4055
C 0.3141 1.2200 1.1197
C -0.7343 0.7366 1.8915
C -2.0316 1.1404 1.6391
C -2.3042 2.0508 0.6241
C -3.7252 2.4780 0.3624
N -4.5408 1.3455 -0.0278
C -5.4316 0.7117 0.8263
O -5.6387 1.0351 1.9684
C -6.0232 -0.3889 0.0289
C -6.9779 -1.3268 0.3612
C -7.3418 -2.2510 -0.6138
C -6.7644 -2.2287 -1.8737
C -5.8014 -1.2810 -2.2085
C -5.4413 -0.3654 -1.2424
C -4.4701 0.7553 -1.2840
O -3.7568 1.1268 -2.1792
C -1.2619 2.5271 -0.1539
C 0.0431 2.1112 0.0763
C 1.1314 2.6296 -0.7999
O 1.2615 3.7786 -1.1325
O 1.9479 1.6354 -1.1680
C 3.0938 1.9618 -1.9402
C 4.2453 0.9882 -1.6647
O 5.2880 1.0833 -2.2780
N 3.9931 0.0743 -0.7190
C 4.9154 -1.0022 -0.4180
C 5.0275 -1.2254 1.0913
C 3.7543 -1.8295 1.6813
C 3.3949 -3.1273 0.9650
C 3.2135 -2.8727 -0.5279
C 4.4939 -2.2966 -1.1252
H 2.4819 2.6998 1.3586
H 2.0282 2.0978 2.9707
H 3.4044 1.3681 2.1015
H -0.5154 0.0438 2.6896
H -2.8396 0.7615 2.2477
H -4.1763 2.8894 1.2704
H -3.7565 3.2193 -0.4396
H -7.4238 -1.3370 1.3435
H -8.0872 -2.9976 -0.3844
H -7.0674 -2.9590 -2.6090
H -5.3493 -1.2572 -3.1876
H -1.4491 3.2197 -0.9603
H 2.8484 1.9095 -3.0068
H 3.4168 2.9865 -1.7230
H 3.0822 0.0575 -0.2832
H 5.8830 -0.6779 -0.8181
H 5.2602 -0.2777 1.5819
H 5.8630 -1.9052 1.2711
H 2.9241 -1.1279 1.5901
H 3.9081 -2.0229 2.7453
H 2.4773 -3.5419 1.3871
H 4.1927 -3.8595 1.1125
H 2.3855 -2.1772 -0.6812
H 2.9614 -3.8048 -1.0378
H 4.3590 -2.0918 -2.1887
H 5.3010 -3.0247 -1.0230
```

Output
- max |F| (eV Å⁻¹) = 0.742
- multiplicity = 1
- frontier orbital gap (hartree) = 0.3253
- energy relative to the best compared isomer or geometry (same formula, charge and spin) (kcal/mol) = 0.0
- electronic energy (Eh) = -1529.299495
- SMILES string = COc1ccc(CN2C(=O)c3ccccc3C2=O)cc1C(=O)OCC(=O)NC1CCCCC1

Record 4
Computed, not measured: the molecule C25H26N4O6 at a distorted geometry, with ωB97M-V with the def2-TZVPD basis set.

```
61
Properties=species:S:1:pos:R:3
C -1.1373 -1.9165 -3.3627
C -0.5315 -3.2499 -2.9316
O 0.7691 -3.1684 -2.3721
C 0.9240 -2.3170 -1.2622
C 0.0910 -2.7220 -0.0410
C 0.4687 -1.9105 1.2001
N 0.4769 -0.4825 0.9306
C -0.7430 0.1284 0.7031
N -1.7914 -0.5978 0.8145
C -3.0359 -0.3968 0.3117
O -3.2459 -0.1812 -0.8725
C -4.1106 -0.6301 1.2787
C -5.4709 -0.5484 1.1091
C -6.0377 -0.8054 2.3730
C -4.9850 -1.0210 3.2142
O -3.8226 -0.9177 2.5655
C -0.7330 1.5443 0.3985
C -2.0419 2.2436 0.2807
O -2.9419 2.1279 1.0764
O -2.0774 3.0365 -0.7829
C -3.3128 3.7185 -1.0150
C -3.1604 4.5693 -2.2609
C 0.4402 2.2117 0.2622
C 1.6683 1.5394 0.4730
C 2.9123 2.2359 0.3468
O 3.0712 3.4044 0.0653
N 4.0680 1.4118 0.5911
C 5.2908 1.9989 0.4801
C 6.4300 1.2962 0.6912
C 6.3438 -0.0703 1.0299
C 5.1280 -0.6795 1.1464
C 4.9671 -2.1201 1.4965
C 3.9396 0.0831 0.9226
N 2.7785 -0.5160 1.0395
C 1.6542 0.1782 0.8184
H -1.4861 -1.3327 -2.5137
H -0.4074 -1.3353 -3.9221
H -1.9927 -2.1097 -4.0041
H -0.3888 -3.8924 -3.8051
H -1.2143 -3.7603 -2.2385
H 0.6895 -1.2801 -1.5414
H 1.9899 -2.3748 -1.0197
H 0.2549 -3.7797 0.1703
H -0.9665 -2.5704 -0.2550
H 1.4695 -2.1722 1.5419
H -0.2676 -2.0938 1.9860
H -5.9780 -0.3312 0.1921
H -7.0784 -0.8257 2.6245
H -4.9457 -1.2506 4.2616
H -4.1013 2.9677 -1.1347
H -3.5500 4.3281 -0.1354
H -4.0904 5.0935 -2.4602
H -2.9164 3.9394 -3.1116
H -2.3636 5.2959 -2.1252
H 0.4678 3.2611 0.0116
H 5.2599 3.0458 0.2155
H 7.3886 1.7782 0.5991
H 7.2492 -0.6337 1.1960
H 5.9333 -2.5915 1.6496
H 4.4338 -2.6361 0.7007
H 4.3682 -2.2164 2.3997
```

Output
- max |F| (eV Å⁻¹) = 1.329
- multiplicity = 1
- frontier orbital gap (hartree) = 0.2810
- energy relative to the best compared isomer or geometry (same formula, charge and spin) (kcal/mol) = 54.2
- electronic energy (Eh) = -1638.761046
- SMILES string = CCOCCCn1/c(=N/C(=O)c2ccco2)c(C(=O)OCC)cc2c(=O)n3cccc(C)c3nc21

Record 5
Computed, not measured: a structure of composition C25H26N4OPbS3 at a distorted geometry, with ωB97M-V with the def2-TZVPD basis set.

```
60
Properties=species:S:1:pos:R:3
Pb 8.4868 13.8359 5.1626
S 9.6011 15.4857 9.6397
C 10.2455 14.0185 10.3344
C 11.0363 13.3683 9.4346
C 11.0630 13.9766 8.1649
C 10.3306 15.1576 8.1739
C 10.2592 16.1128 6.9781
C 10.6115 17.4339 7.2126
C 10.6373 18.2766 6.1265
C 10.2630 17.8543 4.9068
C 9.8773 16.5186 4.7578
N 9.7992 15.7036 5.7839
H 10.1298 13.8966 11.4295
H 11.7525 12.6177 9.7256
H 11.0117 17.8020 8.1737
H 11.0504 19.2432 6.1850
H 10.3833 18.5025 4.0431
H 9.5803 16.2031 3.7361
S 12.2057 13.6093 6.8825
C 11.4308 12.0541 6.4239
N 10.1449 11.9801 6.2447
C 9.7554 10.6469 6.1635
C 8.4256 10.2225 5.9313
C 8.2525 8.8455 5.8847
C 9.3234 7.9524 6.1160
C 10.6095 8.3497 6.3697
C 10.8502 9.7024 6.3275
S 12.3722 10.6065 6.6037
H 7.5986 10.8297 5.8464
H 7.2376 8.3947 5.7171
H 9.1165 6.8743 6.0552
H 11.3975 7.5733 6.6212
C 7.5999 11.0679 10.1569
C 7.1726 11.8566 8.9829
C 5.8624 12.1913 8.4856
C 6.1016 12.8983 7.3270
N 7.4399 13.2334 7.2301
N 8.0759 12.5551 8.2355
C 5.1419 13.2748 6.2610
H 7.8044 11.7998 11.0084
H 8.4326 10.5187 9.9029
H 6.8344 10.3213 10.2954
H 4.9733 11.6658 8.7550
H 9.1067 12.5852 8.4190
H 5.5374 14.0065 5.5939
H 4.2462 13.7966 6.6385
H 4.7432 12.4643 5.6638
C 5.8788 17.9758 6.0134
C 4.9534 17.1975 5.0177
C 6.0058 16.3802 4.2998
O 6.8814 15.9484 5.3349
C 6.9432 16.9392 6.3633
H 5.4116 18.3769 6.9314
H 6.3527 18.8033 5.5407
H 4.4428 17.8412 4.2951
H 4.1858 16.6641 5.5927
H 6.5538 17.0241 3.6656
H 5.7053 15.5041 3.7572
H 7.9068 17.4577 6.4734
H 6.6757 16.4696 7.3432
```

Output
- max |F| (eV Å⁻¹) = 3.632
- multiplicity = 1
- frontier orbital gap (hartree) = 0.3003
- charge = +2
- electronic energy (Eh) = -2649.416655

Record 6
Computed, not measured: a structure of composition C25H27As2BF2N2O6S2V at a distorted geometry, with ωB97M-V with the def2-TZVPD basis set.

```
68
Properties=species:S:1:pos:R:3
V -0.0743 0.2505 0.1541
C -0.4999 -0.2211 4.2588
As -0.1074 -0.7592 2.3674
C -0.8548 -2.6263 2.6008
C 1.8041 -1.1056 2.6526
C 2.2780 -2.1464 3.4413
C 3.6374 -2.4024 3.5292
C 4.5336 -1.6205 2.8235
C 4.0716 -0.5575 2.0637
C 2.7113 -0.2841 1.9753
As 1.9236 1.2385 1.0119
C 3.5171 1.9548 0.0338
C 2.2111 2.5020 2.5349
H -0.0530 -0.9088 4.9812
H -1.5832 -0.1761 4.3998
H -0.0988 0.7811 4.3930
H -0.8640 -2.8690 3.6763
H -0.2070 -3.5552 1.0220
H -1.8985 -2.5954 2.2397
H 1.5775 -2.7747 3.9804
H 3.9961 -3.2187 4.1401
H 5.5930 -1.8357 2.8695
H 4.7778 0.0605 1.5212
H 3.8112 1.2758 -0.7653
H 4.3566 2.1454 0.7105
H 3.1911 2.9004 -0.4105
H 3.2685 2.5398 2.8148
H 1.6014 2.1742 3.3742
H 1.8578 3.4825 2.2127
O -0.6233 4.1653 1.1002
S -1.1538 2.8432 1.3547
O -0.5190 2.1417 2.4543
N -1.0937 1.8852 0.0942
C -1.8509 2.0223 -1.0225
C -2.8979 2.9285 -1.2303
C -3.7202 2.7940 -2.3385
C -3.5679 1.7401 -3.2223
C -2.5034 0.8417 -3.0580
C -2.3605 -0.3883 -3.8127
C -1.4502 -1.3049 -3.4512
C -0.4571 -1.0406 -2.3901
N -0.4233 0.3058 -1.9152
C -1.5959 1.0602 -2.0234
C -2.8179 3.0198 1.9869
C -3.2633 4.2687 2.3864
C -4.4284 4.3746 3.1220
C -5.1377 3.2268 3.4558
C -4.6951 1.9790 3.0304
C -3.5252 1.8697 2.3024
H -3.0671 3.7109 -0.5061
H -4.5188 3.5067 -2.4944
H -4.2675 1.5873 -4.0339
H -3.0621 -0.5777 -4.6168
H -1.3939 -2.2800 -3.9147
H 0.5445 -1.3733 -2.6845
H -2.6626 5.1258 2.1257
H -4.7769 5.3426 3.4553
H -6.0399 3.3055 4.0461
H -5.2592 1.0945 3.2920
H -3.1310 0.9122 1.9848
O -0.1500 -3.6704 1.9807
S -0.7158 -1.9340 -0.7712
O -1.0257 -3.3419 -0.9436
O 0.5866 -1.7437 -0.1058
O -1.7590 -1.1692 -0.0943
F 1.0342 2.2601 -1.7646
B 0.8459 0.9078 -1.5360
F 1.9661 0.2021 -1.9640
```

Output
- max |F| (eV Å⁻¹) = 3.786
- multiplicity = 3
- <S²> = 2.02
- frontier orbital gap (spin up / spin down) (hartree) = 0.2339 / 0.2309
- charge = -1
- electronic energy (Eh) = -7966.512797

Record 7
Computed, not measured: a structure of composition C25H27As2CrO15S, with ωB97M-V with the def2-TZVPD basis set.

```
71
Properties=species:S:1:pos:R:3
Cr 0.5364 -0.1959 -0.6123
O -0.7323 3.4997 1.4242
C -0.7378 2.1788 1.2461
O -0.3853 1.6898 0.1975
C -1.2767 1.4311 2.4451
O -1.1515 0.0609 2.2943
C 0.0414 -0.4877 2.8504
C 1.3309 0.1239 2.2804
O 2.0218 0.7913 3.0421
O 1.6106 -0.1114 1.0476
H -0.4071 3.8911 0.5966
H -2.3433 1.6725 2.4915
H -0.7955 1.8287 3.3454
H -0.0034 -1.5517 2.6269
H 0.0499 -0.3233 3.9304
O -2.3567 -2.9236 0.1933
C -1.2602 -2.6182 -0.2421
O -0.7510 -1.4373 -0.0758
C -0.4257 -3.6420 -0.9784
C -0.9475 -4.9365 -1.0001
C -0.2900 -5.9844 -1.6132
C 0.9317 -5.7367 -2.2305
C 1.4597 -4.4616 -2.2276
C 0.8011 -3.3843 -1.6090
S 1.6557 -1.8475 -1.7672
H -1.9016 -5.0830 -0.5116
H -0.7173 -6.9792 -1.6114
H 1.4756 -6.5410 -2.7131
H 2.4124 -4.2668 -2.7075
C 0.6570 -2.9125 -5.2339
O -0.7547 -2.6048 -5.2651
C -1.1945 -1.7695 -4.2944
O -1.9644 -2.1351 -3.4484
C -0.7145 -0.3404 -4.3467
C -0.2764 0.2506 -5.4517
As 0.7360 1.9686 -5.5167
C 0.0733 2.6615 -7.2272
C -0.3537 2.7337 -4.1197
C 0.0512 2.1015 -2.9034
As -0.8220 0.4261 -2.5386
C -2.7244 0.6502 -2.2703
C 1.3119 2.1070 -2.2516
O 1.7045 1.2106 -1.4555
O 2.1932 3.1164 -2.3480
C 1.8868 4.3191 -3.0432
C -1.7381 3.1636 -4.2380
O -2.4535 3.5018 -3.3146
O -2.1987 3.1942 -5.5243
C -3.5342 3.6730 -5.6597
C -0.3060 -0.3733 -6.8263
O 0.7072 -0.5118 -7.4600
O -1.4857 -0.6339 -7.4128
C -2.7274 -0.2798 -6.7898
H 0.8861 -3.3848 -6.1841
H 0.8518 -3.5942 -4.4078
H 1.2614 -2.0143 -5.1175
H 0.8140 2.4223 -7.9876
H -0.0214 3.7412 -7.1252
H -0.8934 2.2504 -7.5072
H -3.2558 0.7207 -3.2159
H -2.8699 1.5614 -1.6964
H -3.0488 -0.2262 -1.7132
H 2.6512 5.0300 -2.7373
H 0.8984 4.6920 -2.7731
H 1.9349 4.1852 -4.1213
H -3.7515 3.6446 -6.7247
H -3.6252 4.6903 -5.2821
H -4.2349 3.0429 -5.1133
H -3.4534 -0.2481 -7.5977
H -2.6694 0.6959 -6.3090
H -3.0306 -1.0357 -6.0679
```

Output
- max |F| (eV Å⁻¹) = 0.993
- multiplicity = 5
- <S²> = 6.05
- frontier orbital gap (spin up / spin down) (hartree) = 0.2475 / 0.2276
- energy relative to the best compared isomer or geometry (same formula, charge and spin) (kcal/mol) = 18.1
- charge = -1
- electronic energy (Eh) = -8011.792482